Molecular formula: C5H10N2O3S
Method: DFT, ωB97M-V/def2-TZVPD

The geometry in ORCA input format:
```
! wB97M-V def2-TZVPD RIJCOSX def2/J DEFGRID3
* xyz 0 1
C -1.335 -0.792 0.425
C 0.059 0.567 -1.239
C -1.210 1.152 -1.833
C 1.299 1.105 -1.732
C 1.154 -0.637 0.572
N -1.423 -0.539 1.650
N -0.002 -0.256 -0.200
O -2.066 -1.291 -0.433
O 0.406 -2.234 2.706
O 0.921 -0.234 3.782
S -0.159 -1.211 3.555
H -1.978 1.112 -1.073
H -1.610 0.664 -2.663
H -0.914 2.251 -2.067
H 0.932 1.822 -2.432
H 1.638 0.290 -2.463
H 2.072 1.532 -1.062
H 1.537 0.129 1.241
H 0.901 -1.529 1.188
H 1.928 -0.902 -0.120
H -2.151 -1.000 2.197
*
```

Calculated values
* E_tot: -929.8604 a.u.
* largest force on an atom: 4.45 eV/A
* energy relative to the best compared isomer or geometry (same formula, charge and spin): 3.629 eV

Here are the natural (NBO) charges for atoms 1 to 4, given in e:
1 C 0.75
2 C 0.47
3 C -0.66
4 C -0.71

Molecular formula: C5H10N2O4S
Method: DFT, ωB97M-V/def2-TZVPD

The geometry in ORCA input format:
```
! wB97M-V def2-TZVPD RIJCOSX def2/J DEFGRID3
* xyz 0 3
C -0.457 -0.268 0.513
C 0.794 -0.313 2.563
C 1.746 -1.173 0.485
C -1.811 -1.030 -2.868
C -0.291 2.803 0.346
N 0.807 2.518 0.447
N 0.699 -0.561 1.121
O -1.366 0.238 1.118
O 1.934 2.204 0.658
O -1.811 1.361 -1.872
O -0.553 -0.582 -0.785
S -1.998 0.028 -1.407
H 1.240 -1.220 3.015
H 1.394 0.626 2.494
H -0.263 -0.127 2.868
H 2.763 -0.544 0.544
H 2.024 -2.257 0.811
H 1.646 -1.222 -0.670
H -2.680 -1.534 -3.127
H -1.570 -0.258 -3.537
H -0.995 -1.685 -2.755
H -1.252 2.997 0.037
*
```

Calculated values
* E_tot: -1004.8447 a.u.
* largest force on an atom: 6.98 eV/A

Here are the natural (NBO) charges for atoms 1 to 4, given in e:
1 C 0.89
2 C -0.43
3 C -0.42
4 C -0.78

Molecular formula: C5H10N2O8
Method: DFT, ωB97M-V/def2-TZVPD

The geometry in ORCA input format:
```
! wB97M-V def2-TZVPD RIJCOSX def2/J DEFGRID3
* xyz 0 1
C -0.933 0.320 -2.744
C -0.915 0.120 -1.249
C 0.434 -0.199 -0.627
C 0.424 -0.312 0.917
C 1.796 -0.338 1.567
O -0.223 0.720 1.582
O -1.825 0.385 1.283
O -2.128 -0.658 1.990
N -2.122 0.128 3.644
O -2.082 -0.762 4.454
O -2.205 1.326 3.616
O 1.405 0.732 -1.007
N 2.207 0.271 -2.314
O 3.004 1.094 -2.651
O 1.895 -0.823 -2.742
H -1.954 0.595 -3.035
H -0.279 1.149 -3.035
H -0.662 -0.600 -3.275
H -1.305 1.024 -0.774
H -1.580 -0.712 -1.000
H 0.713 -1.198 -0.968
H -0.064 -1.261 1.142
H 2.388 -1.194 1.246
H 2.336 0.582 1.332
H 1.676 -0.392 2.649
*
```

Calculated values
* E_tot: -907.4580 a.u.
* largest force on an atom: 3.35 eV/A
* energy relative to the best compared isomer or geometry (same formula, charge and spin): 6.148 eV

Here are the natural (NBO) charges for atoms 1 to 4, given in e:
1 C -0.61
2 C -0.41
3 C 0.04
4 C 0.06

Molecular formula: C5H10N2S
Method: DFT, ωB97M-V/def2-TZVPD

The geometry in ORCA input format:
```
! wB97M-V def2-TZVPD RIJCOSX def2/J DEFGRID3
* xyz 0 1
C -2.147 -1.676 0.325
C -1.450 -0.558 -0.253
C -1.941 0.942 -0.427
C 0.426 1.164 0.203
C 1.541 0.298 0.581
H -2.877 -2.025 -0.428
H -2.515 -1.328 1.382
H -1.314 -2.497 0.560
H -0.863 -0.844 -1.103
H -1.436 1.288 -1.530
H -2.874 1.270 0.036
H -0.283 2.683 0.009
H 2.413 0.965 0.305
H 1.475 0.096 1.574
H 1.491 -1.973 0.883
N -0.862 0.551 0.321
N 0.664 2.373 -0.080
S 1.849 -1.195 -0.372
*
```

Calculated values
* SMILES: [H]/N=C(/CS)N1C[C@@H]1C
* E_tot: -704.0744 a.u.
* largest force on an atom: 5.39 eV/A
* energy relative to the best compared isomer or geometry (same formula, charge and spin): 4.066 eV

Here are the natural (NBO) charges for atoms 1 to 4, given in e:
1 C -0.63
2 C -0.03
3 C -0.26
4 C 0.43

Molecular formula: C5H10N3
Method: DFT, ωB97M-V/def2-TZVPD

The geometry in ORCA input format:
```
! wB97M-V def2-TZVPD RIJCOSX def2/J DEFGRID3
* xyz 1 1
C -0.780 -0.258 1.740
C -1.997 0.668 0.022
C 0.422 0.416 1.405
C 0.426 0.085 -0.339
C 0.562 -1.336 -0.891
N -1.859 0.136 1.185
N -0.927 0.613 -0.764
N 1.462 0.835 -0.984
H -0.871 -1.080 2.367
H -2.873 1.154 -0.252
H 0.442 1.471 1.390
H 1.354 -0.073 1.894
H 1.457 -1.287 -1.633
H -0.375 -1.684 -1.417
H 0.741 -2.087 -0.110
H -1.068 0.431 -1.760
H 2.273 0.278 -1.202
H 1.608 1.719 -0.651
*
```

Calculated values
* SMILES: C[C@]1(N)CC=NC=[NH+]1
* E_tot: -360.4679 a.u.
* largest force on an atom: 4.72 eV/A
* energy relative to the best compared isomer or geometry (same formula, charge and spin): 2.916 eV

Here are the natural (NBO) charges for atoms 1 to 4, given in e:
1 C 0.27
2 C 0.38
3 C -0.51
4 C 0.34

Molecular formula: C5H10N3
Method: DFT, ωB97M-V/def2-TZVPD

The geometry in ORCA input format:
```
! wB97M-V def2-TZVPD RIJCOSX def2/J DEFGRID3
* xyz 1 1
C 1.769 -1.351 1.191
C 1.202 -0.085 0.741
C -0.337 -1.607 0.465
C -0.497 0.967 -1.820
C -0.821 0.650 -0.394
N 0.766 -2.199 1.001
N -0.012 -0.340 0.280
N -0.662 1.918 0.334
H 2.658 -1.262 1.755
H 1.644 0.820 0.828
H -1.151 -2.201 0.126
H 0.345 1.733 -1.802
H -0.239 0.069 -2.392
H -1.285 1.493 -2.271
H -1.922 0.255 -0.381
H 0.779 -3.231 1.034
H -0.981 1.716 1.314
H -1.257 2.656 -0.010
*
```

Calculated values
* SMILES: C[C@H](N)[n+]1cc[nH]c1
* E_tot: -360.5261 a.u.
* largest force on an atom: 6.11 eV/A
* energy relative to the best compared isomer or geometry (same formula, charge and spin): 1.334 eV

Here are the natural (NBO) charges for atoms 1 to 4, given in e:
1 C -0.04
2 C -0.01
3 C 0.21
4 C -0.63

Molecular formula: C5H10N3
Method: DFT, ωB97M-V/def2-TZVPD

The geometry in ORCA input format:
```
! wB97M-V def2-TZVPD RIJCOSX def2/J DEFGRID3
* xyz 1 1
C -1.281 1.015 0.621
C -2.045 0.147 0.081
C 1.123 -0.777 0.867
C -2.886 -0.835 -0.512
C 2.021 0.967 -0.749
N 0.069 1.264 0.715
N 1.055 0.406 0.190
N 2.091 -1.691 0.502
H -1.688 1.969 1.119
H -2.560 -1.029 -1.491
H -3.212 -1.735 0.122
H -3.926 -0.539 -0.639
H 1.589 1.903 -1.181
H 2.932 1.073 -0.108
H 1.988 0.155 -1.424
H 0.283 1.942 1.394
H 1.989 -2.581 0.930
H 2.459 -1.653 -0.437
*
```

Calculated values
* E_tot: -360.2987 a.u.
* largest force on an atom: 3.78 eV/A
* energy relative to the best compared isomer or geometry (same formula, charge and spin): 7.520 eV

Here are the natural (NBO) charges for atoms 1 to 4, given in e:
1 C -0.10
2 C 0.45
3 C 0.20
4 C -0.79

Molecular formula: C5H10N3
Method: DFT, ωB97M-V/def2-TZVPD

The geometry in ORCA input format:
```
! wB97M-V def2-TZVPD RIJCOSX def2/J DEFGRID3
* xyz 1 3
C 1.507 0.163 1.168
C 1.637 0.099 -0.179
C 0.094 0.079 1.418
C -0.421 0.028 2.827
C -0.030 0.163 -2.197
N 0.417 0.085 -0.775
N -0.547 0.026 0.250
N -1.322 -0.404 -2.318
H 2.319 0.229 1.935
H 2.392 0.098 -0.891
H -1.550 0.092 2.812
H -0.295 -0.896 3.178
H 0.028 0.720 3.387
H -0.104 1.174 -2.332
H 0.687 -0.431 -2.683
H -2.160 0.109 -2.384
H -1.442 -0.329 -0.056
H -1.210 -1.006 -3.159
*
```

Calculated values
* E_tot: -360.3395 a.u.
* largest force on an atom: 6.68 eV/A
* energy relative to the best compared isomer or geometry (same formula, charge and spin): 2.352 eV

Here are the natural (NBO) charges for atoms 1 to 4, given in e:
1 C -0.03
2 C -0.19
3 C 0.22
4 C -0.63

Molecular formula: C5H10N3O
Method: DFT, ωB97M-V/def2-TZVPD

The geometry in ORCA input format:
```
! wB97M-V def2-TZVPD RIJCOSX def2/J DEFGRID3
* xyz 1 1
C 3.446 -0.729 0.094
C 1.442 -0.100 -0.107
C -0.315 1.055 -1.075
C -0.302 0.626 1.331
C -0.685 -1.226 -0.221
N 2.208 -1.137 0.147
N 2.200 1.035 -0.211
N 0.020 0.090 -0.043
O 3.490 0.597 -0.017
H 4.323 -1.317 0.328
H -1.371 1.195 -0.966
H 0.361 1.846 -0.942
H -0.380 0.598 -2.012
H -1.352 0.637 1.372
H 0.134 -0.109 2.107
H 0.193 1.588 1.388
H -0.462 -1.715 0.656
H -1.683 -0.926 -0.212
H -0.400 -1.542 -1.151
*
```

Calculated values
* SMILES: C[N+](C)(C)c1ncon1
* E_tot: -435.6760 a.u.
* largest force on an atom: 5.78 eV/A
* energy relative to the best compared isomer or geometry (same formula, charge and spin): 3.433 eV

Here are the natural (NBO) charges for atoms 1 to 4, given in e:
1 C 0.39
2 C 0.42
3 C -0.41
4 C -0.39

Molecular formula: C5H10N3OS
Method: DFT, ωB97M-V/def2-TZVPD

The geometry in ORCA input format:
```
! wB97M-V def2-TZVPD RIJCOSX def2/J DEFGRID3
* xyz 1 1
C 0.833 -1.746 1.492
C 0.802 0.401 0.437
C -1.535 -0.211 -0.505
C 2.043 1.010 -0.264
C -0.079 -0.248 -0.772
N 1.238 -0.587 1.375
N -1.839 -0.742 0.664
N -2.238 0.433 -1.390
O -0.058 1.346 0.939
S -0.898 -2.235 0.938
H 1.266 -2.567 2.117
H 2.876 0.985 0.533
H 2.309 0.407 -1.118
H 1.981 2.119 -0.329
H 0.331 0.422 -1.628
H 0.203 -1.270 -1.023
H -2.846 -0.633 0.834
H 0.589 1.934 1.361
H -3.177 0.216 -1.491
H -1.802 0.965 -2.172
*
```

Calculated values
* SMILES: C[C@@]1(O)CC(=[NH2+])NSC=N1
* E_tot: -833.8931 a.u.
* largest force on an atom: 3.84 eV/A
* energy relative to the best compared isomer or geometry (same formula, charge and spin): 1.468 eV

Here are the natural (NBO) charges for atoms 1 to 4, given in e:
1 C 0.06
2 C 0.40
3 C 0.59
4 C -0.67

Molecular formula: C5H10N3P3
Method: DFT, ωB97M-V/def2-TZVPD

The geometry in ORCA input format:
```
! wB97M-V def2-TZVPD RIJCOSX def2/J DEFGRID3
* xyz 0 1
C 0.138 0.122 0.433
C 0.710 0.375 -0.799
C 0.425 -1.036 1.104
C 2.080 -1.451 -0.426
C 0.535 1.572 -1.665
N 1.773 -0.369 -1.117
N 1.428 -1.834 0.643
N 3.108 -2.167 -0.940
P -0.498 -1.366 2.652
P -3.026 0.436 -0.186
P -1.768 1.379 1.293
H -0.379 1.502 -2.290
H 0.201 2.425 -1.179
H 1.374 1.606 -2.229
H 3.253 -2.170 -1.929
H 3.040 -3.120 -0.524
H 0.025 -0.077 3.235
H 0.481 -2.351 3.272
H -3.994 -0.047 0.642
H -2.424 -0.803 -0.355
H -1.740 2.575 0.442
*
```

Calculated values
* E_tot: -1384.7384 a.u.
* largest force on an atom: 4.13 eV/A
* energy relative to the best compared isomer or geometry (same formula, charge and spin): 1.209 eV

Here are the natural (NBO) charges for atoms 1 to 4, given in e:
1 C -0.14
2 C 0.20
3 C -0.09
4 C 0.55

Molecular formula: C5H10N4
Method: DFT, ωB97M-V/def2-TZVPD

The geometry in ORCA input format:
```
! wB97M-V def2-TZVPD RIJCOSX def2/J DEFGRID3
* xyz 0 1
C -0.350 1.074 1.498
C 0.199 -0.095 0.621
C 1.717 -0.027 0.825
C -1.153 -1.832 -0.091
C -0.212 -0.045 -0.826
H 0.242 1.944 1.349
H -0.271 0.921 2.551
H -1.338 1.288 1.199
H 2.179 -0.679 0.097
H 1.963 -0.277 1.846
H 2.130 1.017 0.674
H -0.842 -1.400 1.891
H -1.836 -2.664 -0.100
H 0.026 1.531 -3.459
H -0.586 -0.043 -3.362
N -0.490 -1.371 0.962
N -1.001 -1.128 -1.193
N 0.152 0.896 -1.638
N -0.529 0.889 -2.843
*
```

Calculated values
* SMILES: CC1(C)NC=N/C1=N\N
* E_tot: -415.4977 a.u.
* largest force on an atom: 3.03 eV/A
* energy relative to the best compared isomer or geometry (same formula, charge and spin): 1.609 eV

Here are the natural (NBO) charges for atoms 1 to 4, given in e:
1 C -0.61
2 C 0.06
3 C -0.60
4 C 0.30